This record from OMol25 describes C27H68CuNO18P4 as an isolated structure. The level of theory is the ωB97M-V functional and the def2-TZVPD basis.

```
119
Properties=species:S:1:pos:R:3:lowdin_charge:R:1
Cu 1.22 1.30 -0.37 0.298
O 2.59 2.99 -1.23 -0.454
H 3.42 2.82 -1.72 -0.107
C 4.05 0.33 0.72 -0.305
O 3.52 -0.75 0.43 -0.020
N 4.74 0.54 1.87 -0.186
C 4.78 1.85 2.41 -0.090
C 5.13 -0.49 2.84 -0.011
H 3.83 1.29 0.22 0.105
H 3.99 2.04 3.13 0.080
H 4.78 2.56 1.59 0.099
H 5.67 2.13 2.97 0.090
H 5.16 -1.42 2.28 0.087
H 6.05 -0.23 3.38 0.088
H 4.34 -0.49 3.59 0.068
C -2.26 -3.52 -3.55 -0.066
C -1.89 -2.29 -4.40 -0.269
O -1.41 -1.25 -3.58 -0.196
P 0.18 -1.19 -3.10 0.601
O 0.53 -0.27 -1.97 -0.228
O 0.60 -2.77 -2.84 -0.211
C 1.91 -3.04 -2.26 -0.223
C 1.90 -4.55 -1.95 -0.062
O 0.94 -0.84 -4.49 -0.198
C 1.42 0.44 -4.75 -0.254
C 2.96 0.18 -4.66 -0.058
H -1.49 -3.95 -2.91 0.055
H -3.14 -3.42 -2.91 0.073
H -2.50 -4.35 -4.21 0.073
H -1.22 -2.53 -5.23 0.117
H -2.77 -1.89 -4.90 0.110
H 2.77 -2.77 -2.87 0.115
H 2.12 -2.44 -1.37 0.100
H 1.05 -4.81 -1.32 0.057
H 1.75 -5.20 -2.82 0.076
H 2.81 -4.80 -1.42 0.070
H 1.18 0.77 -5.76 0.117
H 1.11 1.20 -4.03 0.105
H 3.24 0.12 -3.61 0.071
H 3.32 -0.75 -5.11 0.073
H 3.52 0.99 -5.13 0.069
C 2.58 -4.62 1.83 -0.021
C 1.44 -3.47 1.90 -0.225
O 0.30 -3.93 1.19 -0.222
P -1.22 -3.70 1.78 0.476
O -1.36 -4.12 3.18 -0.233
O -1.44 -2.12 1.58 -0.184
C -1.36 -1.51 0.31 -0.284
C -2.76 -1.21 -0.20 -0.036
O -2.28 -4.34 0.74 -0.173
C -2.07 -5.65 0.23 -0.301
C -3.38 -6.30 0.38 -0.084
H 3.60 -4.29 2.01 0.064
H 2.30 -5.48 2.45 0.067
H 2.56 -4.99 0.80 0.037
H 1.15 -3.16 2.90 0.093
H 1.81 -2.58 1.39 0.095
H -0.67 -0.66 0.36 0.092
H -0.78 -2.14 -0.37 0.094
H -3.32 -2.12 -0.39 0.067
H -3.24 -0.92 0.73 0.077
H -2.85 -0.48 -1.01 0.059
H -1.77 -5.67 -0.82 0.114
H -1.30 -6.25 0.71 0.123
H -3.24 -7.38 0.30 0.083
H -3.76 -6.07 1.38 0.092
H -4.15 -6.03 -0.34 0.082
C 2.02 -1.25 5.54 -0.033
C 1.30 -0.60 4.27 -0.284
O 1.26 0.78 4.47 -0.178
P 0.80 1.71 3.19 0.535
O 0.99 1.05 1.88 -0.214
O -0.68 2.19 3.53 -0.162
C -1.68 1.16 3.51 -0.222
C -3.11 1.72 3.88 -0.043
O 1.69 3.07 3.37 -0.185
C 1.70 4.00 2.32 -0.274
C 0.83 5.21 2.69 -0.057
H 3.10 -1.18 5.48 0.053
H 1.70 -0.63 6.38 0.072
H 1.76 -2.30 5.68 0.071
H 1.82 -0.85 3.34 0.092
H 0.26 -0.91 4.25 0.104
H -1.72 0.68 2.53 0.106
H -1.49 0.39 4.26 0.108
H -3.87 0.93 3.94 0.074
H -3.08 2.14 4.88 0.070
H -3.54 2.53 3.29 0.047
H 2.75 4.24 2.20 0.120
H 1.35 3.60 1.36 0.094
H -0.16 4.95 3.08 0.061
H 1.35 5.74 3.49 0.071
H 0.82 5.96 1.90 0.078
C -2.87 4.90 1.30 -0.047
C -2.05 4.75 0.00 -0.295
O -2.72 3.90 -0.87 -0.162
P -1.89 2.65 -1.49 0.559
O -0.92 2.01 -0.53 -0.233
O -3.15 1.71 -1.95 -0.183
C -4.06 2.11 -2.92 -0.291
C -4.71 0.86 -3.56 -0.049
O -1.21 3.19 -2.85 -0.195
C -0.10 4.15 -2.87 -0.221
C -0.59 5.44 -3.59 -0.062
H -3.39 3.99 1.63 0.056
H -2.35 5.31 2.17 0.067
H -3.72 5.54 1.09 0.072
H -1.90 5.78 -0.32 0.118
H -1.02 4.43 0.16 0.093
H -4.88 2.67 -2.47 0.122
H -3.57 2.66 -3.72 0.115
H -4.04 0.08 -3.92 0.061
H -5.49 0.47 -2.91 0.075
H -5.23 1.27 -4.43 0.073
H 0.19 4.38 -1.85 0.091
H 0.84 3.80 -3.29 0.105
H -0.67 5.24 -4.66 0.068
H -1.56 5.77 -3.23 0.070
H 0.16 6.23 -3.56 0.077
```

Spin multiplicity: 1
Frontier orbital gap (Ha): 0.288
HOMO level (eV): -7.2
E_tot (Ha): -5484.86295
Energy above the lowest of the compared OMol25 structures with the same formula, charge and spin (kJ/mol): 0.0